C49H60NO2P2S2Sb2Ta as an isolated structure at a distorted geometry, computed with ωB97M-V/def2-TZVPD.

```
119
Properties=species:S:1:pos:R:3:forces:R:3
Ta -0.391760 -0.008620 -0.089635 0.609 -1.132 -1.279
N 0.065705 -1.737116 -2.125321 -0.507 0.362 0.423
C -0.990506 -2.477529 -2.748916 0.141 0.132 -0.117
C -1.041061 -2.552768 -4.135334 0.081 0.042 -0.056
C -2.068849 -3.229455 -4.771139 0.003 0.008 -0.014
C -3.057594 -3.831737 -4.005888 0.020 0.017 0.023
C -2.989434 -3.764192 -2.623257 -0.065 -0.077 -0.033
C -1.949468 -3.102948 -1.964489 -0.053 -0.129 0.198
C -1.887512 -3.091535 -0.477517 -0.063 0.015 -0.003
C -2.338935 -4.257942 0.160217 -0.027 -0.030 -0.048
C -2.383116 -4.377376 1.536166 0.029 -0.004 0.011
C -1.993715 -3.294633 2.310351 0.018 0.017 -0.047
C -1.525974 -2.152171 1.679929 -0.045 -0.152 0.099
C -1.410560 -2.005592 0.288302 0.104 0.417 0.133
H 0.628582 -2.345052 -1.546380 0.111 -0.195 -0.008
H 0.681882 -1.337047 -2.822260 0.113 0.024 -0.015
H -0.252017 -2.083583 -4.718248 -0.036 -0.092 0.033
H -2.088911 -3.292413 -5.852456 -0.018 0.024 0.057
H -3.878112 -4.352570 -4.483460 0.028 0.028 0.030
H -3.785909 -4.205603 -2.034979 0.077 0.003 -0.029
H -2.633641 -5.106573 -0.447746 0.006 0.056 0.041
H -2.709502 -5.303349 1.995164 -0.010 0.060 -0.029
H -2.033755 -3.342998 3.393389 -0.002 0.000 -0.059
H -1.229460 -1.334067 2.325930 0.077 -0.002 0.048
C -2.094388 4.284923 4.729275 0.101 0.068 0.026
C -2.617999 3.604285 3.491522 -0.104 0.056 -0.157
O -1.507688 3.000789 2.763243 0.084 0.244 0.239
P -1.442165 1.459424 2.424741 -0.147 -0.006 0.417
S 0.478568 1.028188 2.071241 -0.337 -0.193 0.003
S -2.635908 0.951311 0.921810 0.309 -0.098 -0.106
O -1.982558 0.698695 3.704593 0.057 -0.067 0.161
C -1.153827 0.517374 4.890413 -0.047 0.095 -0.024
C -2.027866 -0.044034 5.980411 -0.076 -0.049 -0.008
H -2.921833 4.760368 5.260947 0.061 -0.033 -0.032
H -1.364927 5.053518 4.466056 -0.052 -0.047 0.030
H -1.616078 3.570606 5.400398 -0.045 0.025 0.007
H -3.074933 4.321888 2.812611 0.004 -0.009 -0.060
H -3.357627 2.842727 3.732861 0.005 -0.078 -0.003
H -0.714490 1.474281 5.178089 -0.045 0.048 -0.045
H -0.342332 -0.157999 4.629752 0.080 -0.077 -0.059
H -2.908175 0.583122 6.124143 0.036 -0.002 0.047
H -1.469527 -0.083294 6.917768 -0.026 -0.019 -0.058
H -2.360360 -1.051812 5.727133 -0.005 0.056 0.024
C -1.726473 0.816520 -4.486527 0.269 0.153 -0.010
Sb -2.018603 0.887635 -2.382669 -0.670 -0.225 0.235
C -3.766113 -0.330915 -2.315928 -0.016 0.114 0.020
C -3.211388 2.688708 -2.226878 0.355 0.197 -0.177
C -2.671364 3.934055 -2.883576 -0.115 -0.076 -0.009
C -2.843127 4.093740 -4.262118 0.004 -0.034 0.058
C -2.400089 5.225139 -4.929076 -0.008 -0.049 0.017
C -1.776107 6.235291 -4.209974 -0.006 -0.012 0.016
C -1.603792 6.092390 -2.842904 0.020 0.008 0.068
C -2.038477 4.953810 -2.158456 0.014 0.077 0.072
C -1.764280 4.835329 -0.686250 0.065 -0.080 -0.076
Sb -0.154075 3.408333 -0.378680 0.101 0.270 -0.274
C 0.996062 4.499868 1.056146 -0.039 -0.113 0.044
C 1.019816 4.136957 -2.021321 -0.031 -0.003 -0.063
H -2.707811 0.933249 -4.949450 0.099 -0.015 0.022
H -1.307568 -0.151605 -4.753342 -0.066 0.134 -0.022
H -1.060546 1.617457 -4.812313 -0.089 -0.066 -0.008
H -4.488131 0.059333 -3.032765 -0.012 0.020 0.015
H -4.185502 -0.289298 -1.309550 0.001 -0.018 -0.046
H -3.528037 -1.357672 -2.560188 -0.026 -0.049 -0.040
H -3.409172 2.804140 -1.163198 -0.028 0.077 -0.006
H -4.137222 2.383803 -2.713325 -0.040 0.016 0.012
H -3.352280 3.311570 -4.817447 0.007 0.064 0.019
H -2.554155 5.323700 -5.997550 0.009 -0.014 0.078
H -1.435336 7.134486 -4.709394 -0.009 -0.052 0.033
H -1.119319 6.886691 -2.280612 -0.061 -0.074 -0.048
H -2.630280 4.503358 -0.112141 0.000 0.012 -0.019
H -1.415565 5.783713 -0.278042 -0.062 0.022 -0.004
H 1.148669 5.505788 0.667088 0.004 0.006 0.029
H 1.959708 4.001470 1.166453 -0.011 0.033 0.037
H 0.497890 4.534922 2.022747 0.013 -0.020 -0.031
H 1.082215 5.224723 -1.931382 0.019 -0.126 -0.059
H 0.552393 3.890509 -2.978432 0.070 0.016 0.086
H 2.023002 3.708178 -1.979367 -0.083 0.034 0.004
C 4.708910 -3.152011 1.637170 -0.077 -0.143 0.020
C 3.456239 -3.952966 1.348008 0.147 0.016 -0.028
C 3.504354 -5.329883 1.566246 0.047 0.006 -0.001
C 2.426594 -6.162798 1.297160 -0.002 -0.004 0.032
C 1.256221 -5.625086 0.785678 0.015 -0.008 -0.007
C 1.179241 -4.255789 0.579911 0.059 -0.042 0.086
C 2.254534 -3.409664 0.857010 -0.218 -0.068 0.096
P 1.974331 -1.634475 0.525937 0.250 0.355 -0.021
C 2.958883 -0.759723 1.793891 -0.039 0.135 0.045
C 3.885966 0.202864 1.393976 -0.033 0.081 0.054
C 4.606438 0.932182 2.331469 -0.042 -0.062 -0.053
C 4.393290 0.705023 3.683236 0.008 -0.013 -0.015
C 3.461639 -0.242172 4.085094 -0.010 0.008 0.005
C 2.733144 -0.987326 3.162018 0.005 -0.016 -0.032
C 1.758239 -2.024093 3.657473 0.074 -0.004 -0.002
C 2.864410 -1.380294 -1.046097 0.013 -0.176 0.005
C 3.751867 -2.308547 -1.590718 0.021 0.056 -0.053
C 4.273365 -2.125138 -2.863837 0.007 -0.018 0.054
C 3.891499 -1.015418 -3.604399 -0.019 0.048 -0.036
C 3.003510 -0.092926 -3.067431 -0.011 0.043 -0.039
C 2.478720 -0.256046 -1.782821 -0.002 0.195 -0.041
C 1.498062 0.719221 -1.218498 -0.137 -0.090 0.383
H 5.585604 -3.787449 1.513205 -0.019 -0.028 0.008
H 4.715856 -2.778331 2.664909 -0.010 -0.002 -0.056
H 4.821233 -2.292660 0.981389 0.020 -0.045 -0.004
H 4.426419 -5.757039 1.949839 -0.079 0.022 -0.038
H 2.506527 -7.228744 1.486479 0.005 0.116 -0.037
H 0.403699 -6.256836 0.558040 0.083 0.078 0.032
H 0.252096 -3.835191 0.221425 -0.049 0.021 0.006
H 4.056452 0.376798 0.335725 0.030 -0.028 0.093
H 5.334871 1.664627 2.004625 -0.048 -0.028 0.014
H 4.956007 1.259589 4.425308 -0.054 -0.016 -0.040
H 3.287469 -0.406564 5.144428 0.037 -0.017 -0.075
H 1.488692 -1.832529 4.697233 0.000 0.025 -0.034
H 2.190513 -3.028204 3.611496 -0.020 0.054 -0.004
H 0.845633 -2.048315 3.059705 -0.050 0.014 -0.017
H 4.020765 -3.195620 -1.035516 0.000 -0.037 0.024
H 4.965842 -2.849319 -3.275158 -0.055 0.023 0.014
H 4.282717 -0.868498 -4.605655 -0.028 -0.007 0.082
H 2.707500 0.775938 -3.650137 0.032 -0.070 0.052
H 1.231409 1.424321 -2.002979 -0.003 0.072 -0.100
H 2.003990 1.306205 -0.433877 0.029 0.021 -0.111
```
Forces are in eV/Å.

Energy = -4124.91617 a.u.
2S+1 = 2
E_LUMO (alpha / beta) = -2.48 / -2.47 eV
HOMO (alpha / beta) = -9.2 / -10.1 eV
Charge = +1
Relative energy (zero: lowest compared OMol25 entry of this formula, charge and spin) = 6.8 kcal per mole